1.
Here is C5H13N3O as an isolated structure from the OMol25 dataset. Energies are from ωB97M-V/def2-TZVPD.

LUMO energy   0.73 eV
Energy relative to the best compared isomer or geometry (same formula, charge and spin)   590.5 kJ/mol
Net charge   0
Calculated total energy   -437.62919 Ha
Frontier orbital gap   8.8 eV
Largest force on an atom   3.2 eV/Å

Each line ends with the natural charge from an NBO analysis.
Cartesian coordinates (Å):
C -0.784 -0.005 -0.286  0.3238
C 1.834 1.097 -0.172  -0.4396
C -0.464 -0.857 -1.494  -0.6640
C -1.197 1.412 -0.616  -0.6627
C -1.659 -0.640 0.688  -0.7665
N 0.876 0.294 0.570  -0.3660
N 1.599 -0.631 1.304  -0.1958
N 1.304 -1.512 2.192  0.1906
O 0.124 -1.962 2.237  -0.4866
H 2.613 -0.533 1.239  0.3802
H 1.342 1.941 -0.651  0.2194
H 2.359 0.525 -0.954  0.1680
H 2.590 1.536 0.488  0.1993
H 0.298 -0.391 -2.118  0.2118
H -1.365 -0.987 -2.100  0.2247
H -0.127 -1.846 -1.185  0.2268
H -0.565 1.862 -1.378  0.2029
H -1.164 2.026 0.282  0.2328
H -2.218 1.408 -1.002  0.2326
H -1.954 -0.015 1.526  0.2236
H -0.991 -1.472 1.172  0.3111
H -2.452 -1.248 0.259  0.2335

***

2.
Here is one molecule with the formula C4H9NO2 from the OMol25 dataset. Energies are from ωB97M-V/def2-TZVPD.

LUMO energy   0.69 eV
Energy relative to the best compared isomer or geometry (same formula, charge and spin)   320.4 kJ/mol
Net charge   0
Calculated total energy   -362.96350 Ha
Frontier orbital gap   9.5 eV
Largest force on an atom   5.0 eV/Å
Structure (SMILES)   O=CCCNCO

Each line ends with the natural charge from an NBO analysis.
Cartesian coordinates (Å):
C -0.318 -0.362 -0.242  -0.2180
C -1.348 0.755 -0.088  -0.5016
C -2.601 0.218 -1.032  0.4455
O -2.772 -0.868 -1.636  -0.5165
N 1.018 0.143 0.112  -0.6835
C 1.950 -0.329 1.060  0.0990
O 2.975 -0.985 0.374  -0.7291
H -0.606 -1.111 0.539  0.2008
H -0.248 -0.865 -1.187  0.2096
H -0.910 1.711 -0.441  0.2229
H -1.602 0.954 0.977  0.2363
H -3.470 1.009 -0.900  0.1027
H 1.359 1.014 -0.268  0.3595
H 2.263 0.406 1.706  0.1507
H 1.372 -1.090 1.552  0.1543
H 2.938 -0.600 -0.526  0.4674

***

3.
Here is an isolated ion of composition C4H6ClN2O and charge +1 from the OMol25 dataset. Energies are from ωB97M-V/def2-TZVPD.

LUMO energy (spin up / spin down)   -5.93 / -5.93 eV
Energy relative to the best compared isomer or geometry (same formula, charge and spin)   468.5 kJ/mol
Net charge   +1
Calculated total energy   -800.52863 Ha
Frontier orbital gap (spin up / spin down)   7.7 / 7.7 eV
Largest force on an atom   4.7 eV/Å

Each line ends with the natural charge from an NBO analysis.
Cartesian coordinates (Å):
C 0.123 -1.661 -0.760  0.0462
C 0.707 -1.547 0.669  0.2782
C 0.092 0.743 1.118  0.4185
C -0.996 2.214 -0.222  -0.3085
N 0.852 -0.381 1.335  -0.5549
N 0.807 -1.238 -1.679  -0.4867
O -0.093 1.134 -0.056  -0.4225
Cl 1.237 -2.909 1.380  0.2684
H -0.736 -2.168 -0.937  0.2019
H -0.539 3.251 -0.315  0.2441
H -1.497 2.310 0.776  0.2186
H -1.915 2.054 -0.916  0.2414
H 1.363 -0.269 2.216  0.4690
H 0.595 -1.532 -2.607  0.3863